Computed, not measured: an isolated molecule of C6H5F4N, with the ωB97M-V functional and the def2-TZVPD basis.

As for the structure (SMILES): [H]/N=C/[C@@]1(C(F)(F)F)C(C)=C1F. As for the spin multiplicity: 1. Its net charge is 0. The value obtained for the total energy is -685.7368 Eh. The value obtained for the LUMO energy is 0.669 eV.

Bonds (Å) are listed after each position.
CARTESIAN COORDINATES (ANGSTROEM)
1 C -0.870 0.888 -0.218  C2 1.302, C4 1.513, C5 1.462
2 C -0.109 1.441 0.681  C1 1.302, C4 1.479, F8 1.311
3 C 0.229 -1.253 1.475  C4 1.773, N7 1.234, H12 1.089
4 C 0.293 0.070 0.296  C1 1.513, C2 1.479, C3 1.773, C6 1.512
5 C -1.880 0.905 -1.275  C1 1.462, H13 1.088, H14 1.088, H15 1.093
6 C 1.509 -0.177 -0.568  C4 1.512, F9 1.352, F10 1.342, F11 1.338
7 N 0.787 -2.314 1.183  C3 1.234, H16 1.016
8 F 0.218 2.444 1.460  C2 1.311
9 F 1.791 0.892 -1.347  C6 1.352
10 F 2.619 -0.416 0.147  C6 1.342
11 F 1.349 -1.207 -1.407  C6 1.338
12 H -0.329 -0.936 2.355  C3 1.089
13 H -2.452 1.830 -1.239  C5 1.088
14 H -2.545 0.048 -1.184  C5 1.088
15 H -1.373 0.837 -2.241  C5 1.093
16 H 0.763 -3.053 1.880  N7 1.016